No. 1
The following is a DFT calculation (ωB97M-V/def2-TZVPD) of a molecular structure, C6H11N.

Each line ends with the Löwdin charge.
Cartesian coordinates (Å):
C  0.38  -1.35  1.33  -0.024
C  0.02  -0.43  0.13  -0.620
C  0.72  -0.18  -1.11  -0.116
C  0.02  1.11  -1.48  -0.223
C  0.00  0.84  0.88  -0.154
C  -1.25  -0.13  -0.28  -0.169
H  1.35  -0.89  1.70  0.115
H  -0.35  -1.45  2.07  0.044
H  0.42  -2.39  0.89  0.092
H  1.74  0.38  -0.61  0.169
H  1.00  -1.09  -1.71  0.142
H  -0.60  0.84  -2.20  0.047
H  0.78  1.93  -1.82  0.156
H  -0.65  0.59  1.90  0.161
H  0.83  1.40  1.41  0.136
H  -1.57  -0.32  -1.25  0.111
H  -2.00  -0.22  0.45  0.126
N  -0.84  1.35  -0.32  0.006

- Relative energy (zero: lowest compared OMol25 entry of this formula, charge and spin): 549.5 kJ/mol
- F_max: 0.148 Eh/bohr
- Frontier orbital gap: 0.357 hartree

=====

No. 2
The following is a DFT calculation (ωB97M-V/def2-TZVPD) of a molecular structure, C30H47Cl2N2PSeTl.

Each line ends with the Löwdin charge.
Cartesian coordinates (Å):
P  0.13  0.31  -1.77  1.072
C  -1.64  0.75  -2.30  -0.455
C  -1.96  0.83  -3.80  -0.217
C  -3.37  1.40  -4.00  -0.207
C  -4.44  0.63  -3.21  -0.213
C  -4.07  0.46  -1.74  -0.200
C  -2.66  -0.11  -1.55  -0.229
C  0.39  -1.50  -2.27  -0.455
C  -0.15  -1.94  -3.63  -0.217
C  0.32  -3.37  -3.93  -0.207
C  -0.07  -4.35  -2.82  -0.214
C  0.35  -3.87  -1.42  -0.199
C  -0.10  -2.43  -1.15  -0.237
C  1.12  1.17  -3.09  -0.484
C  0.90  2.68  -2.98  -0.220
C  1.74  3.46  -4.00  -0.209
C  3.23  3.09  -3.94  -0.216
C  3.45  1.57  -4.02  -0.209
C  2.61  0.80  -2.99  -0.216
H  -1.70  1.78  -1.89  0.094
H  -1.91  -0.17  -4.25  0.092
H  -1.23  1.45  -4.33  0.092
H  -3.61  1.41  -5.06  0.101
H  -3.37  2.45  -3.66  0.111
H  -5.40  1.15  -3.30  0.100
H  -4.57  -0.36  -3.67  0.108
H  -4.12  1.44  -1.23  0.114
H  -4.80  -0.20  -1.24  0.106
H  -2.41  -0.12  -0.48  0.077
H  -2.63  -1.14  -1.92  0.098
H  1.49  -1.57  -2.30  0.091
H  1.41  -3.37  -4.04  0.110
H  0.18  -1.26  -4.43  0.103
H  -1.25  -1.92  -3.61  0.097
H  -0.10  -3.70  -4.88  0.101
H  0.39  -5.33  -3.02  0.099
H  -1.15  -4.50  -2.83  0.109
H  -0.06  -4.53  -0.65  0.109
H  1.45  -3.91  -1.34  0.113
H  0.32  -2.09  -0.19  0.038
H  -1.19  -2.39  -1.08  0.100
H  0.74  0.81  -4.07  0.094
H  -0.16  2.94  -3.12  0.096
H  1.17  3.00  -1.96  0.120
H  1.36  3.24  -5.01  0.109
H  1.61  4.53  -3.84  0.102
H  3.66  3.47  -3.01  0.111
H  3.77  3.58  -4.76  0.099
H  4.51  1.34  -3.86  0.102
H  3.19  1.22  -5.02  0.109
H  2.75  -0.28  -3.17  0.097
H  2.96  1.00  -1.97  0.108
Tl  0.72  0.71  2.50  0.125
Cl  2.09  -0.56  0.86  -0.097
Cl  -1.18  1.82  1.35  -0.128
C  0.16  -0.48  4.18  -0.313
H  0.63  -0.37  5.17  -0.029
C  -0.76  -1.55  4.08  -0.407
C  -0.76  -2.60  5.05  -0.102
C  -1.59  -3.70  4.92  -0.152
C  -2.49  -3.80  3.84  -0.171
C  -2.53  -2.77  2.88  -0.138
C  -1.71  -1.66  2.99  -0.099
H  -0.06  -2.53  5.90  0.086
H  -1.58  -4.50  5.67  0.081
H  -3.23  -2.84  2.04  0.087
H  -1.77  -0.83  2.28  0.042
H  -3.16  -4.66  3.74  0.068
C  0.35  3.97  5.66  -0.041
N  1.21  2.91  6.13  -0.119
C  1.19  2.31  7.38  -0.034
C  2.08  1.29  7.36  -0.037
N  2.63  1.26  6.09  -0.121
C  3.53  0.23  5.59  -0.033
C  2.10  2.25  5.32  -0.687
Se  2.43  2.62  3.55  0.668
H  -0.23  4.36  6.50  0.091
H  -0.33  3.62  4.87  0.102
H  0.96  4.79  5.24  0.085
H  0.54  2.67  8.17  0.120
H  2.36  0.58  8.12  0.121
H  4.46  0.22  6.18  0.093
H  3.06  -0.76  5.65  0.101
H  3.77  0.45  4.55  0.057

- F_max: 0.036 Eh/bohr
- Net charge: -1
- Frontier orbital gap: 0.160 hartree

=====

No. 3
The following is a DFT calculation (ωB97M-V/def2-TZVPD) of a molecular structure, CH8N4O.

Each line ends with the Löwdin charge.
Cartesian coordinates (Å):
N  1.15  0.79  0.46  -0.096
N  1.51  1.58  -0.67  -0.004
C  0.46  -0.45  0.16  -0.487
O  0.69  -1.04  -1.04  -0.157
H  1.99  0.59  0.98  0.101
H  1.66  0.97  -1.47  0.066
H  0.74  2.20  -0.88  0.060
H  0.54  -1.10  1.05  0.140
N  -2.06  -0.84  0.69  0.017
N  -1.06  -0.20  -0.11  -0.102
H  -2.00  -1.83  0.50  0.082
H  -1.84  -0.70  1.67  0.078
H  -1.27  0.80  -0.12  0.126
H  -0.53  -0.78  -1.21  0.177

- Relative energy (zero: lowest compared OMol25 entry of this formula, charge and spin): 207.9 kJ/mol
- F_max: 0.037 Eh/bohr
- Frontier orbital gap: 0.381 hartree

=====

No. 4
The following is a DFT calculation (ωB97M-V/def2-TZVPD) of a single C4H6N4 molecule.

Each line ends with the Löwdin charge.
Cartesian coordinates (Å):
C  0.04  1.51  -0.13  -0.110
C  1.36  1.05  -0.05  -0.209
N  1.93  -0.07  0.20  0.010
N  1.31  -1.27  0.08  -0.029
C  0.02  -1.71  -0.09  -0.206
N  -1.22  -1.39  -0.10  0.009
N  -1.74  -0.23  0.20  -0.046
C  -1.23  1.05  0.04  -0.101
H  0.06  2.60  -0.31  0.098
H  2.13  1.78  -0.04  0.087
H  1.95  -2.09  -0.03  0.146
H  0.07  -2.84  -0.20  0.127
H  -2.70  -0.20  0.13  0.106
H  -1.98  1.80  0.30  0.117

- Relative energy (zero: lowest compared OMol25 entry of this formula, charge and spin): 339.9 kJ/mol
- F_max: 0.077 Eh/bohr
- SMILES string: c1cn[nH]cn[nH]c1
- Frontier orbital gap: 0.340 hartree

=====

No. 5
The following is a DFT calculation (ωB97M-V/def2-TZVPD) of 2 unconnected molecules or ions with the total composition C6H13N3.

Each line ends with the Löwdin charge.
Cartesian coordinates (Å):
H  3.49  -0.25  0.66  0.047
N  2.93  -0.17  1.51  0.114
C  1.73  -0.50  1.34  -0.241
C  1.14  -1.02  0.09  -0.460
C  -0.09  -1.87  0.23  -0.043
N  1.80  -0.83  -0.98  0.124
H  1.40  -1.25  -1.81  0.061
H  1.07  -0.45  2.20  0.099
H  0.21  -2.90  0.41  0.087
H  -0.71  -1.54  1.07  0.064
H  -0.69  -1.84  -0.68  0.079
C  -2.61  0.80  0.19  -0.012
C  -1.40  1.04  0.67  -0.269
N  -0.23  1.17  -0.04  -0.106
C  -0.26  1.33  -1.47  -0.106
H  -2.82  0.74  -0.86  0.039
H  -3.44  0.64  0.86  0.042
H  -1.24  1.10  1.75  0.112
H  0.49  1.72  0.41  0.128
H  -0.85  0.53  -1.92  0.076
H  0.76  1.26  -1.85  0.073
H  -0.69  2.29  -1.78  0.092

- Relative energy (zero: lowest compared OMol25 entry of this formula, charge and spin): 187.3 kJ/mol
- F_max: 0.018 Eh/bohr
- SMILES string: [H]/N=C\C(C)=N\[H].C=CNC
- Frontier orbital gap: 0.332 hartree

=====

No. 6
The following is a DFT calculation (ωB97M-V/def2-TZVPD) of a gas-phase ion, C9H11N2 (charge +1).

Each line ends with the Löwdin charge.
Cartesian coordinates (Å):
C  -0.58  -0.80  -1.88  0.044
N  0.33  0.02  -1.05  -0.266
C  0.59  1.63  -1.45  0.144
N  1.67  -0.57  -1.21  0.131
C  2.03  -1.02  -0.02  0.019
C  0.99  -0.86  0.95  -0.106
C  0.89  -1.20  2.35  0.040
C  -0.12  -0.69  3.10  -0.073
C  -1.05  0.09  2.50  -0.024
C  -1.13  0.28  1.07  0.032
C  -0.03  -0.11  0.34  -0.210
H  -0.13  -0.93  -2.87  0.122
H  -0.51  -1.72  -1.32  0.115
H  -1.57  -0.47  -1.78  0.091
H  -0.42  2.19  -1.19  0.151
H  1.42  1.74  -0.84  0.058
H  0.91  1.57  -2.51  0.108
H  3.00  -1.43  0.04  0.135
H  1.43  -2.01  2.67  0.102
H  -0.39  -0.97  4.08  0.117
H  -2.01  0.33  3.10  0.154
H  -2.07  0.58  0.64  0.119

- Relative energy (zero: lowest compared OMol25 entry of this formula, charge and spin): 291.8 kJ/mol
- F_max: 0.092 Eh/bohr
- Net charge: +1
- SMILES string: C[N+]1(C)N=Cc2ccccc21
- Frontier orbital gap: 0.333 hartree

=====

Computed values of HOMO level (unit: eV) for the preceding records, in sequence: -8.7758, -2.2044, -9.4308, -8.4513, -8.3624, -13.3897.